No. 1
18
Properties=species:S:1:pos:R:3 method="wB97M-V/def2-TZVPD" charge=0 mol_weight_g_mol=97.2 de_lowest_kj_mol=9.9 max_force_ev_per_a=1.09 orbital_gap_ev=12.4 smiles=CCC[C@@H](C)C#N lumo_energy_ev=1.0
C 0.69 -0.73 2.43
C -0.24 -0.72 1.22
C 0.00 0.45 0.26
C -0.56 0.21 -1.15
C -0.24 1.36 -2.11
C -0.02 -1.05 -1.70
N 0.41 -2.03 -2.12
H 0.69 -1.71 2.92
H 1.73 -0.52 2.12
H 0.42 0.03 3.18
H -0.12 -1.66 0.68
H -1.29 -0.70 1.56
H -0.44 1.38 0.65
H 1.08 0.64 0.17
H -1.65 0.09 -1.08
H -0.66 2.30 -1.73
H 0.85 1.48 -2.21
H -0.65 1.17 -3.11



No. 2
18
Properties=species:S:1:pos:R:3 method="wB97M-V/def2-TZVPD" charge=0 mol_weight_g_mol=97.2 de_lowest_kj_mol=237.0 max_force_ev_per_a=2.24 orbital_gap_ev=9.1 smiles="CCN=C=C(C)C" lumo_energy_ev=0.9
C 1.71 -0.78 0.05
C 1.96 0.53 0.76
N 0.72 1.34 1.44
C -0.26 0.85 0.89
C -0.99 0.19 0.01
C -1.96 -0.90 0.38
C -1.20 0.88 -1.32
H 2.81 -0.91 0.03
H 1.26 -1.58 0.66
H 1.36 -0.82 -0.99
H 2.47 1.19 0.04
H 2.58 0.35 1.64
H -1.70 -1.39 1.33
H -2.95 -0.45 0.49
H -2.04 -1.67 -0.40
H -2.17 1.39 -1.30
H -0.43 1.62 -1.52
H -1.22 0.17 -2.16



No. 3
18
Properties=species:S:1:pos:R:3 method="wB97M-V/def2-TZVPD" charge=0 mol_weight_g_mol=97.2 de_lowest_kj_mol=117.3 max_force_ev_per_a=2.49 orbital_gap_ev=12.1 lumo_energy_ev=1.1
C 0.78 -1.92 1.53
C 0.67 -1.24 0.17
C 0.22 0.23 0.22
C -0.10 0.76 -1.19
C -0.80 2.12 -1.21
C -2.06 -0.05 1.09
N -0.95 0.35 1.06
H 1.31 -2.88 1.44
H -0.20 -2.12 1.96
H 1.34 -1.30 2.24
H 1.64 -1.25 -0.34
H -0.02 -1.82 -0.47
H 1.00 0.83 0.67
H 0.86 0.82 -1.72
H -0.72 0.03 -1.73
H -0.30 2.84 -0.56
H -0.79 2.53 -2.23
H -1.84 2.04 -0.89



No. 4
18
Properties=species:S:1:pos:R:3 method="wB97M-V/def2-TZVPD" charge=0 mol_weight_g_mol=97.2 de_lowest_kj_mol=519.8 max_force_ev_per_a=4.33 orbital_gap_ev="8.5 / 7.1" lumo_energy_ev="0.8 / 0.3"
C 1.19 1.49 0.13
C -0.13 0.68 -1.24
C -1.55 0.69 -0.82
C 0.38 -0.41 -2.10
C 0.17 -0.17 1.89
C 1.30 0.31 0.98
N 0.64 1.82 -1.04
H -1.75 1.77 -0.72
H -1.77 0.17 0.08
H -2.09 0.34 -1.58
H 1.02 -1.01 -1.49
H 0.89 -0.06 -3.00
H -0.52 -0.94 -2.37
H -0.59 0.66 2.18
H 0.43 -0.53 2.87
H -0.28 -1.02 1.39
H 1.57 -0.62 0.29
H 2.17 0.57 1.52



No. 5
18
Properties=species:S:1:pos:R:3 method="wB97M-V/def2-TZVPD" charge=0 mol_weight_g_mol=97.2 de_lowest_kj_mol=209.1 max_force_ev_per_a=2.32 orbital_gap_ev=9.0 smiles="C=N/C=C/CCC" lumo_energy_ev=0.3
C 0.32 1.15 -2.83
N 0.76 0.02 -2.46
C 0.70 -0.32 -1.08
C 0.02 0.34 -0.12
C 0.44 0.37 1.31
C -0.16 -0.81 2.10
C -1.72 -0.66 2.24
H -0.15 1.91 -2.20
H 0.39 1.34 -3.89
H 1.10 -1.28 -0.76
H -0.80 1.00 -0.38
H 0.19 1.29 1.83
H 1.53 0.25 1.39
H 0.23 -0.93 3.11
H 0.04 -1.75 1.60
H -2.19 -1.49 2.77
H -1.89 0.27 2.77
H -2.06 -0.65 1.20



No. 6
18
Properties=species:S:1:pos:R:3 method="wB97M-V/def2-TZVPD" charge=0 mol_weight_g_mol=97.2 de_lowest_kj_mol=410.9 max_force_ev_per_a=0.56 orbital_gap_ev=8.1 lumo_energy_ev=1.0
C -2.32 -0.32 -0.51
C -1.14 0.63 -0.44
C 0.21 0.11 -0.76
C 1.01 -0.42 0.50
C 2.52 -0.32 0.31
C 0.48 0.30 1.70
N -0.59 0.89 1.63
H -3.20 0.09 0.00
H -2.61 -0.53 -1.54
H -2.08 -1.28 -0.03
H -1.36 1.62 -0.87
H -1.36 1.43 1.25
H 0.15 -0.74 -1.46
H 0.82 0.89 -1.23
H 0.75 -1.48 0.68
H 2.84 -0.93 -0.54
H 2.82 0.72 0.12
H 3.05 -0.67 1.20



No. 7
18
Properties=species:S:1:pos:R:3 method="wB97M-V/def2-TZVPD" charge=0 mol_weight_g_mol=97.2 de_lowest_kj_mol=160.2 max_force_ev_per_a=1.66 orbital_gap_ev=9.3 smiles="C/C=C/C/C=C/N" lumo_energy_ev=1.2
C -1.28 -0.59 3.08
C -0.70 -0.35 1.72
C 0.52 -0.69 1.35
C 1.18 -0.39 0.03
C 0.43 0.52 -0.89
C 0.13 0.20 -2.16
N -0.14 1.19 -3.11
H -0.61 -0.81 3.91
H -1.98 0.19 3.38
H -1.87 -1.52 3.13
H -1.41 0.15 1.07
H 1.19 -1.13 2.09
H 2.21 -0.06 0.09
H 1.26 -1.40 -0.37
H 0.57 1.58 -0.70
H -0.13 -0.82 -2.40
H -0.48 0.82 -3.98
H 0.60 1.86 -3.16



No. 8
18
Properties=species:S:1:pos:R:3 method="wB97M-V/def2-TZVPD" charge=0 mol_weight_g_mol=97.2 de_lowest_kj_mol=214.6 max_force_ev_per_a=2.05 orbital_gap_ev=8.4 smiles="C=C/C(=C/C)NC" lumo_energy_ev=1.1
C 2.52 0.27 -0.67
C 1.31 0.80 -0.50
C 0.18 -0.01 0.00
C 0.35 -1.25 0.55
C -0.85 -2.16 0.74
N -1.12 0.53 -0.08
C -1.30 1.96 -0.21
H 3.39 0.70 -1.15
H 2.67 -0.80 -0.63
H 1.13 1.86 -0.60
H 1.26 -1.63 0.98
H -1.08 -2.26 1.80
H -0.57 -3.16 0.38
H -1.72 -1.91 0.15
H -1.95 0.00 -0.16
H -2.29 2.22 -0.60
H -0.51 2.42 -0.77
H -1.41 2.44 0.78



No. 9
18
Properties=species:S:1:pos:R:3 method="wB97M-V/def2-TZVPD" charge=0 mol_weight_g_mol=97.2 de_lowest_kj_mol=291.2 max_force_ev_per_a=3.62 orbital_gap_ev=8.2 smiles="C=N/C=C/CCC" lumo_energy_ev=0.4
C -2.14 -1.17 -2.70
N -1.25 -0.49 -2.06
C -0.14 -1.01 -1.44
C 0.55 -0.18 -0.60
C 1.41 -0.33 0.63
C 1.14 0.82 1.62
C -0.25 1.29 1.89
H -2.56 -2.03 -2.21
H -2.52 -0.64 -3.58
H 0.00 -2.08 -1.45
H 0.66 0.84 -1.03
H 2.45 -0.14 0.23
H 1.28 -1.34 1.04
H 1.68 1.70 1.20
H 1.72 0.59 2.53
H -0.33 2.04 2.68
H -0.80 1.64 0.99
H -0.90 0.48 2.27



No. 10
18
Properties=species:S:1:pos:R:3 method="wB97M-V/def2-TZVPD" charge=0 mol_weight_g_mol=97.2 de_lowest_kj_mol=214.8 max_force_ev_per_a=2.77 orbital_gap_ev=9.5 smiles="CC=C(C)C.C#N" lumo_energy_ev=0.9
C -2.03 1.67 0.08
C -1.13 0.62 0.73
C -0.51 -0.38 0.12
C 0.37 -1.32 0.90
C -0.67 -0.67 -1.33
H -2.97 1.17 0.12
H -1.68 1.81 -0.93
H -2.04 2.64 0.72
H -0.83 0.64 1.86
H 0.41 -1.10 1.98
H 1.50 -1.20 0.55
H 0.13 -2.41 0.90
H 0.25 -1.24 -1.61
H -0.80 0.22 -1.94
H -1.66 -1.13 -1.43
C 3.91 0.30 -0.16
N 3.66 -0.74 0.25
H 4.08 1.13 -0.82



No. 11
18
Properties=species:S:1:pos:R:3 method="wB97M-V/def2-TZVPD" charge=0 mol_weight_g_mol=97.2 de_lowest_kj_mol=227.3 max_force_ev_per_a=1.81 orbital_gap_ev=8.2 lumo_energy_ev=0.8
C 0.21 -2.44 2.22
C 0.17 -1.72 1.10
C -0.20 -0.33 0.93
C -0.06 0.30 -0.27
C -0.23 -0.49 -1.58
N -0.25 1.68 -0.41
C 0.40 2.53 -1.40
H 0.65 -3.41 2.37
H -0.12 -2.00 3.16
H 0.58 -2.14 0.19
H -0.81 0.24 1.62
H -1.12 -0.08 -2.07
H 0.72 -0.62 -2.10
H -0.65 -1.47 -1.32
H -1.05 2.09 0.03
H 1.48 2.33 -1.43
H 0.22 3.54 -1.07
H -0.03 2.40 -2.40



No. 12
18
Properties=species:S:1:pos:R:3 method="wB97M-V/def2-TZVPD" charge=0 mol_weight_g_mol=97.2 de_lowest_kj_mol=311.0 max_force_ev_per_a=0.69 orbital_gap_ev=9.8 smiles="CC=C=N.C=CC" lumo_energy_ev=1.0
C -1.03 2.51 -0.21
C -0.57 1.41 0.71
C -1.34 0.34 1.01
N -1.67 -0.82 0.98
H -0.17 3.12 -0.53
H -1.51 2.12 -1.11
H -1.73 3.19 0.29
H 0.13 1.70 1.50
H -0.80 -1.23 0.24
C 0.80 0.07 -0.57
C 0.36 -1.24 -0.66
C 1.17 -2.40 -0.10
H 1.67 0.30 0.04
H 0.58 0.78 -1.36
H -0.24 -1.49 -1.54
H 0.55 -3.16 0.40
H 1.72 -2.90 -0.91
H 1.91 -2.04 0.63



Look up the charge of the third one. 0



Please write out number 2 again, unchanged.
18
Properties=species:S:1:pos:R:3 method="wB97M-V/def2-TZVPD" charge=0 mol_weight_g_mol=97.2 de_lowest_kj_mol=237.0 max_force_ev_per_a=2.24 orbital_gap_ev=9.1 smiles="CCN=C=C(C)C" lumo_energy_ev=0.9
C 1.71 -0.78 0.05
C 1.96 0.53 0.76
N 0.72 1.34 1.44
C -0.26 0.85 0.89
C -0.99 0.19 0.01
C -1.96 -0.90 0.38
C -1.20 0.88 -1.32
H 2.81 -0.91 0.03
H 1.26 -1.58 0.66
H 1.36 -0.82 -0.99
H 2.47 1.19 0.04
H 2.58 0.35 1.64
H -1.70 -1.39 1.33
H -2.95 -0.45 0.49
H -2.04 -1.67 -0.40
H -2.17 1.39 -1.30
H -0.43 1.62 -1.52
H -1.22 0.17 -2.16



Repeat the first record exactly.
18
Properties=species:S:1:pos:R:3 method="wB97M-V/def2-TZVPD" charge=0 mol_weight_g_mol=97.2 de_lowest_kj_mol=9.9 max_force_ev_per_a=1.09 orbital_gap_ev=12.4 smiles=CCC[C@@H](C)C#N lumo_energy_ev=1.0
C 0.69 -0.73 2.43
C -0.24 -0.72 1.22
C 0.00 0.45 0.26
C -0.56 0.21 -1.15
C -0.24 1.36 -2.11
C -0.02 -1.05 -1.70
N 0.41 -2.03 -2.12
H 0.69 -1.71 2.92
H 1.73 -0.52 2.12
H 0.42 0.03 3.18
H -0.12 -1.66 0.68
H -1.29 -0.70 1.56
H -0.44 1.38 0.65
H 1.08 0.64 0.17
H -1.65 0.09 -1.08
H -0.66 2.30 -1.73
H 0.85 1.48 -2.21
H -0.65 1.17 -3.11